The following is a quantum chemistry calculation of a single C3H7N3S molecule, from the OMol25 dataset.

Values from the calculation:
Kohn-Sham gap   9.69 eV
Energy relative to the best compared isomer or geometry (same formula, charge and spin)   84.5 kcal per mole
Largest force on an atom   4.156 eV Å⁻¹
Structure (SMILES)   C=N/N=C\CSN
HOMO level   -8.90 eV

Geometry as ORCA input:
```
! RIJCOSX wB97M-V def2-TZVPD def2/J DEFGRID3
* xyz 0 1
S -2.466 0.318 -0.065
N 1.787 -0.432 0.478
N 0.998 0.423 1.032
N -2.461 -1.409 0.399
C -0.029 0.964 0.626
C -0.828 0.687 -0.625
C 2.710 -0.031 -0.342
H -0.755 1.611 -1.239
H -0.564 1.701 1.352
H 2.758 0.969 -0.654
H 3.261 -0.810 -0.671
H -0.517 -0.180 -1.209
H -2.128 -2.128 -0.216
H -1.766 -1.684 1.135
*
```


The following is a quantum chemistry calculation of a molecular structure, C38H99F6HgN10O13S2, from the OMol25 dataset.

Values from the calculation:
Kohn-Sham gap   7.24 eV
Energy relative to the best compared isomer or geometry (same formula, charge and spin)   113.8 kcal per mole
Largest force on an atom   5.030 eV Å⁻¹
HOMO level   -9.74 eV

Geometry as ORCA input:
```
! RIJCOSX wB97M-V def2-TZVPD def2/J DEFGRID3
* xyz 1 1
Hg 17.312 -32.861 1.290
S 14.972 -30.449 -0.505
S 16.840 -31.836 -1.578
F 13.370 -31.642 1.302
F 14.914 -33.674 -1.524
F 12.685 -29.688 0.625
F 15.126 -32.728 -3.417
F 16.497 -34.267 -2.826
F 14.421 -29.835 2.022
O 13.405 -25.445 -4.264
O 14.101 -30.823 -1.658
O 19.389 -23.815 -2.606
O 16.575 -35.006 0.960
O 15.573 -29.101 -0.491
O 20.131 -30.289 4.501
O 12.524 -34.196 -5.973
O 18.241 -33.868 3.521
O 16.767 -30.739 -2.529
O 18.151 -32.426 -1.219
O 9.920 -30.342 3.641
O 11.856 -25.063 4.520
O 14.950 -38.415 -4.203
N 9.329 -27.729 4.098
N 18.202 -30.936 2.564
N 15.970 -31.632 -0.060
N 18.370 -37.019 -3.533
N 15.528 -33.247 2.751
N 13.008 -27.540 -2.334
N 18.160 -27.379 -2.334
N 9.930 -35.250 -6.020
N 12.972 -32.002 4.760
N 19.411 -34.031 0.956
C 15.379 -35.363 1.526
C 19.605 -35.110 1.961
C 20.189 -23.147 -3.540
C 13.973 -34.213 -5.747
C 20.169 -29.810 3.160
C 15.812 -33.212 -2.395
C 11.694 -33.939 -4.865
C 11.709 -30.385 6.086
C 17.260 -37.295 -5.629
C 20.856 -35.799 1.507
C 10.207 -33.977 -5.395
C 17.080 -37.084 -4.142
C 11.719 -31.445 4.952
C 20.291 -29.279 5.472
C 12.712 -26.044 -0.539
C 19.333 -25.222 -2.999
C 15.267 -34.662 2.865
C 12.004 -23.849 5.264
C 13.961 -34.859 3.678
C 12.240 -24.867 -4.869
C 12.530 -26.210 -2.074
C 19.573 -30.831 2.138
C 13.401 -25.207 -2.919
C 18.046 -33.590 4.904
C 9.099 -33.546 -4.453
C 13.925 -37.629 -3.452
C 10.539 -25.624 4.579
C 19.620 -30.133 0.815
C 16.959 -35.970 -0.116
C 19.691 -26.242 -0.723
C 13.764 -30.437 0.975
C 19.533 -34.629 3.369
C 16.246 -38.278 -3.552
C 11.290 -30.792 3.612
C 10.662 -27.072 4.040
C 9.064 -31.099 2.825
C 18.685 -26.093 -1.895
C 11.073 -26.961 2.579
H 14.443 -25.444 -2.704
H 12.970 -32.877 4.255
H 20.538 -26.919 -0.834
H 11.910 -34.691 -4.106
H 19.157 -30.646 -0.028
H 11.494 -26.049 -2.373
H 12.520 -25.000 -0.290
H 8.853 -27.494 3.239
H 12.002 -26.691 -0.023
H 11.235 -27.617 4.789
H 17.756 -25.573 -1.658
H 13.043 -34.371 3.349
H 20.027 -22.087 -3.348
H 10.105 -33.258 -6.208
H 17.334 -32.768 4.976
H 11.899 -32.960 -4.432
H 8.920 -34.264 -3.652
H 18.854 -37.870 -3.781
H 11.814 -29.852 3.437
H 14.537 -34.516 -6.629
H 11.191 -23.145 5.086
H 18.274 -31.154 3.548
H 14.015 -27.610 -2.365
H 9.542 -31.402 1.893
H 17.925 -35.744 -0.569
H 19.031 -36.304 -3.799
H 11.841 -26.231 2.323
H 8.204 -33.539 -5.075
H 20.242 -25.677 -3.390
H 19.527 -28.930 3.162
H 19.012 -33.237 5.265
H 10.250 -25.656 5.629
H 16.047 -35.078 3.502
H 11.902 -30.855 7.051
H 16.966 -36.976 0.304
H 16.475 -36.185 -4.023
H 20.648 -29.960 0.497
H 18.923 -28.009 -2.539
H 19.974 -31.844 2.167
H 10.238 -26.811 1.894
H 16.375 -36.983 -6.184
H 11.989 -23.858 -4.543
H 17.643 -38.268 -5.935
H 13.281 -24.165 -2.624
H 12.489 -24.719 -5.920
H 21.275 -28.818 5.385
H 19.502 -34.484 0.058
H 16.321 -35.970 -0.999
H 17.774 -34.415 5.562
H 9.314 -32.566 -4.027
H 20.959 -36.604 2.235
H 14.046 -34.632 4.741
H 14.127 -36.566 -3.584
H 20.167 -29.679 6.478
H 21.808 -35.276 1.414
H 18.647 -25.370 -3.833
H 10.683 -35.532 -6.631
H 9.881 -36.103 -5.481
H 20.336 -33.626 0.955
H 19.082 -29.189 0.723
H 21.118 -29.335 2.915
H 11.264 -25.335 -4.747
H 19.522 -35.514 4.005
H 12.890 -37.878 -3.686
H 21.250 -23.398 -3.528
H 16.133 -38.095 -2.483
H 18.729 -35.747 1.840
H 19.161 -26.587 0.164
H 18.085 -36.668 -5.970
H 15.390 -32.963 3.711
H 20.377 -34.020 3.693
H 20.271 -25.349 -0.492
H 9.765 -25.025 4.099
H 15.463 -36.404 1.838
H 8.792 -32.014 3.350
H 11.426 -27.939 2.251
H 12.248 -29.468 5.849
H 9.410 -28.733 4.019
H 8.148 -30.510 2.787
H 19.846 -23.388 -4.547
H 12.915 -23.254 5.209
H 14.339 -34.840 -4.933
H 12.931 -27.918 -3.267
H 13.072 -32.369 5.695
H 19.430 -28.610 5.448
H 14.519 -35.187 0.880
H 10.641 -30.195 6.190
H 13.710 -26.246 -0.151
H 10.991 -32.220 5.188
H 20.579 -36.296 0.578
H 11.624 -31.199 2.657
H 14.687 -32.866 2.341
H 17.804 -27.859 -1.520
H 16.748 -39.230 -3.724
H 13.986 -37.745 -2.370
H 11.807 -24.199 6.277
H 13.634 -35.893 3.781
H 17.923 -29.998 2.813
H 14.290 -33.187 -5.560
*
```


The following is a quantum chemistry calculation of a molecular structure, C20H26Cu2F3N4O3, from the OMol25 dataset.

Values from the calculation:
Kohn-Sham gap (spin up / spin down)   5.24 / 3.85 eV
Largest force on an atom   4.312 eV Å⁻¹
⟨S²⟩   0.762
HOMO level (spin up / spin down)   -13.02 / -13.02 eV

Geometry as ORCA input:
```
! RIJCOSX wB97M-V def2-TZVPD def2/J DEFGRID3
* xyz 2 2
Cu -0.923 -1.482 2.114
Cu 2.077 -1.949 1.413
F -1.026 3.395 -0.653
F 0.146 5.336 -0.549
F 0.487 3.779 -2.085
O 0.282 -1.321 0.208
O 1.579 4.007 1.175
O 1.754 2.273 -0.193
N -1.135 -0.492 -2.086
N 1.739 -2.260 -1.844
N -1.610 -3.728 1.058
N -2.839 1.175 2.344
C -0.605 1.206 2.330
C -0.693 0.744 -2.461
C -3.399 -2.677 1.839
C -2.463 0.274 -3.770
C 2.685 3.731 1.989
C 1.271 3.375 0.043
C -2.488 0.839 3.660
C 3.371 -3.374 -2.949
C -1.406 1.118 -3.613
C 2.572 -3.345 -1.795
C -2.169 -0.788 -2.897
C -1.718 1.354 1.583
C 3.985 3.804 1.115
C -1.055 0.848 3.648
C -2.743 -3.349 2.859
C 2.931 -2.314 -3.740
C -1.590 -3.949 2.403
C 0.159 4.013 -0.802
C -2.753 -2.988 0.673
C 1.996 -1.667 -3.050
H -0.346 0.557 4.408
H 1.179 -1.931 -1.070
H 0.248 1.091 -2.061
H 1.497 -0.783 -3.418
H -3.082 -3.380 3.884
H 3.971 3.133 0.256
H -4.294 -2.074 1.888
H -0.835 -3.963 0.454
H -3.150 0.616 4.484
H -1.850 1.573 0.533
H 4.815 3.392 1.688
H 3.361 -2.008 -4.682
H 0.386 1.178 1.900
H -0.766 -4.461 2.878
H -2.736 -1.684 -2.690
H -3.799 1.254 2.040
H 4.425 4.774 0.884
H 2.493 -3.991 -0.933
H -3.161 0.317 -4.593
H -1.247 1.964 -4.266
H 0.670 -0.427 0.137
H 4.232 -4.003 -3.122
H -2.986 -2.808 -0.366
H -0.697 -1.033 -1.355
H 2.513 2.703 2.311
H 2.738 4.406 2.843
*
```


The following is a quantum chemistry calculation of a molecular structure, C23H34AsBN7O3Ti, from the OMol25 dataset.

Values from the calculation:
Kohn-Sham gap (spin up / spin down)   8.54 / 9.01 eV
Energy relative to the best compared isomer or geometry (same formula, charge and spin)   0.0 kcal per mole
Largest force on an atom   0.564 eV Å⁻¹
⟨S²⟩   0.752
HOMO level (spin up / spin down)   -14.20 / -14.39 eV

Geometry as ORCA input:
```
! RIJCOSX wB97M-V def2-TZVPD def2/J DEFGRID3
* xyz 2 2
As 2.326 -2.137 0.486
Ti -0.199 0.270 0.532
O 1.352 1.832 0.220
O 1.283 -0.914 -0.028
O -0.890 2.844 -0.673
N 0.694 0.171 2.505
N -1.830 1.114 1.706
N -2.209 0.448 2.829
N -1.582 -1.864 2.198
N 0.013 -0.416 3.512
N -0.811 0.133 -1.541
N -1.261 -1.536 0.928
C -2.074 -3.107 2.238
C 1.985 0.151 4.335
C 1.681 -2.995 2.067
C -0.848 -0.059 -4.106
C -1.551 -2.597 0.170
C -2.649 2.175 1.613
C -3.233 1.077 3.412
C 0.049 3.823 -0.268
C 4.070 -1.417 0.806
C -2.062 -3.626 0.954
C 0.974 3.131 0.712
C 2.231 1.860 -0.911
C 1.886 0.523 2.997
C 0.762 -0.433 4.621
C -1.811 3.331 -1.641
C -0.905 -0.280 -6.854
C -0.395 -1.235 -4.712
C 2.429 -3.412 -0.936
C -3.553 2.195 2.663
C -0.425 -1.337 -6.089
C -1.359 0.885 -6.249
C -1.333 1.004 -4.872
C -0.822 0.050 -2.687
B -1.470 -0.810 3.317
H 2.356 -3.810 2.325
H 4.351 -0.768 -0.021
H 0.685 -3.389 1.872
H -2.411 4.150 -1.236
H 2.412 0.827 -1.191
H 2.811 0.307 5.006
H -0.080 -2.241 -6.571
H -1.690 1.904 -4.389
H 0.457 2.942 1.655
H 1.866 3.728 0.909
H 1.650 -2.273 2.881
H 2.839 -2.931 -1.822
H -2.465 2.506 -1.914
H 4.780 -2.240 0.879
H 1.778 2.388 -1.750
H 4.066 -0.857 1.740
H 0.378 -0.848 5.538
H -2.410 -3.536 3.167
H 3.166 2.348 -0.631
H -0.930 -0.368 -7.932
H -2.407 -4.593 0.635
H -1.931 -1.225 4.335
H 0.587 4.207 -1.140
H -0.030 -2.052 -4.104
H -4.328 2.916 2.852
H 3.069 -4.242 -0.640
H -2.550 2.869 0.801
H 2.603 1.027 2.368
H -0.441 4.672 0.218
H -1.735 1.699 -6.852
H 1.425 -3.780 -1.142
H -1.278 3.694 -2.525
H -3.666 0.690 4.319
H -1.392 -2.562 -0.896
*
```


The following is a quantum chemistry calculation of a molecular structure, C30H42N4OP2Sr, from the OMol25 dataset.

Values from the calculation:
Kohn-Sham gap   5.78 eV
Energy relative to the best compared isomer or geometry (same formula, charge and spin)   28.6 kcal per mole
Largest force on an atom   4.664 eV Å⁻¹
HOMO level   -6.72 eV

Geometry as ORCA input:
```
! RIJCOSX wB97M-V def2-TZVPD def2/J DEFGRID3
* xyz 0 1
Sr -0.707 -2.064 -1.896
P 1.219 -1.310 -7.218
P -2.077 -0.861 -7.054
O -1.667 -0.736 -0.514
N -3.652 -1.189 -7.827
N 2.530 -0.144 -7.416
N -2.173 0.909 -7.246
N 2.022 -2.518 -8.374
C -1.824 3.050 -6.567
C 1.520 1.171 -2.209
C -0.958 1.851 -2.809
C 2.693 -3.658 -10.229
C 4.437 1.005 -6.960
C -4.231 -2.462 -7.698
C -1.164 -1.036 -8.681
C 4.166 1.116 -8.366
C 0.270 0.927 -3.007
C -5.538 -1.227 -9.094
C 2.985 0.425 -8.614
C -4.424 -0.471 -8.752
C 0.262 -0.495 -8.599
C -0.795 2.931 -0.498
C 1.170 3.638 -1.987
C -1.708 -0.062 0.749
C -2.395 -0.993 1.747
C 3.426 0.224 -6.406
C -2.180 1.733 -8.383
C 1.392 -2.415 -0.435
C -1.355 2.096 -1.387
C 2.361 -3.813 -7.982
C 2.263 -2.426 -9.749
C 0.169 4.015 -0.849
C 2.769 -4.539 -9.098
C -0.277 0.292 1.123
C -1.921 1.730 -6.147
C -2.024 3.055 -7.987
C -5.413 -2.495 -8.418
C 1.877 2.349 -1.733
H 0.677 -0.655 -9.603
H 1.911 4.444 -1.976
H 0.691 3.697 -2.965
H 0.272 -0.607 1.423
H -1.151 -2.116 -8.905
H -0.053 -0.075 -2.649
H 2.204 -1.773 -0.032
H -1.117 2.910 0.563
H -4.119 0.503 -9.099
H -0.264 1.023 1.949
H 0.277 0.684 0.259
H -2.660 -0.496 2.694
H -2.287 1.324 -9.384
H 0.794 -2.880 0.396
H -2.274 0.890 0.626
H 2.916 -3.870 -11.273
H -1.687 -0.544 -9.523
H -6.113 -3.316 -8.468
H -2.220 1.473 -1.087
H 1.760 -3.236 -1.111
H 3.088 -5.573 -9.130
H -1.619 3.910 -5.950
H -6.341 -0.916 -9.748
H 2.759 2.459 -1.088
H -0.435 4.895 -1.124
H 2.161 0.292 -2.027
H -0.854 2.757 -3.420
H 0.494 0.810 -4.091
H -1.820 1.311 -3.235
H 4.749 1.620 -9.125
H 2.279 -4.101 -6.951
H -1.847 1.286 -5.167
H -1.705 -1.820 1.978
H -3.283 -1.467 1.312
H 2.400 0.365 -9.519
H 5.273 1.452 -6.442
H 2.113 -1.513 -10.307
H -2.053 3.913 -8.652
H 3.228 -0.071 -5.388
H 0.765 4.316 0.031
H -3.729 -3.217 -7.111
H 0.280 0.596 -8.451
*
```


The following is a quantum chemistry calculation of a molecular structure, C18H12Cl5N4O5RhS2, from the OMol25 dataset.

Values from the calculation:
Kohn-Sham gap   7.75 eV
Energy relative to the best compared isomer or geometry (same formula, charge and spin)   0.0 kcal per mole
Largest force on an atom   0.361 eV Å⁻¹
HOMO level   -8.58 eV

Geometry as ORCA input:
```
! RIJCOSX wB97M-V def2-TZVPD def2/J DEFGRID3
* xyz 0 1
Rh -1.014 0.916 1.083
Cl -1.625 -2.019 5.544
Cl -4.246 -3.721 5.307
Cl -4.896 -1.858 0.261
Cl -5.879 -3.641 2.645
Cl -0.682 -0.267 3.167
S -2.614 2.299 2.064
S -1.436 2.026 -0.883
O -2.491 -0.398 0.808
O 0.689 -0.070 0.264
O 6.654 -1.143 -1.394
O 0.842 1.867 1.255
O 4.715 -2.007 -1.757
N -0.953 3.522 4.019
N -0.975 0.850 -3.269
N 5.447 -1.170 -1.267
N -1.846 -0.496 -1.782
C -4.448 -2.705 2.801
C -1.407 0.732 -2.012
C -0.492 2.052 -3.907
C 1.405 0.895 0.669
C 3.654 1.910 0.998
C 5.622 0.898 0.062
C 3.454 -0.130 -0.277
C 2.874 0.891 0.461
C -1.197 -0.388 -4.014
C -2.560 -1.989 4.104
C -2.151 -1.203 3.035
C -2.862 -1.128 1.837
C -3.720 -2.746 3.994
C 4.820 -0.099 -0.466
C -4.025 -1.912 1.745
C 5.027 1.908 0.801
C -1.591 -1.384 -2.909
C -1.624 3.023 3.222
H -0.284 -0.679 -4.533
H -0.785 -2.082 -2.678
H -0.216 2.775 -3.143
H 2.854 -0.926 -0.692
H 3.171 2.693 1.568
H 5.636 2.696 1.222
H -1.989 -0.250 -4.755
H 0.386 1.814 -4.507
H -2.484 -1.950 -3.163
H -1.257 2.489 -4.553
H -2.186 -0.769 -0.861
H 6.687 0.871 -0.112
*
```


| no. | E (Eh) |
| --- | --- |
| 1 | -680.8476 |
| 2 | -4581.2663 |
| 3 | -4802.2908 |
| 4 | -4615.6274 |
| 5 | -2175.8500 |
| 6 | -4496.2389 |